#P
Formula: C6H10N2O2S2
Source: the OMol25 dataset
Level of theory: ωB97M-V with the def2-TZVPD basis set

Bonds (Å) are listed after each position.
Geometry (Å):
1 C 4.754 -0.357 0.257  C3 1.341, H13 1.063, H14 1.046
2 C -4.869 -1.050 0.523  C4 1.298, H15 1.063, H16 1.132
3 C 3.731 0.496 0.103  C1 1.341, C5 1.536, H17 1.087
4 C -3.630 -1.338 0.263  C2 1.298, S12 1.860, H18 1.097
5 C 2.294 -0.043 0.033  C3 1.536, N7 1.512, S11 1.903, H19 1.101
6 C 0.179 1.355 0.300  N8 1.241, S11 1.752, H20 1.042
7 N 1.439 0.315 -1.162  C5 1.512, N8 1.332, H21 1.022
8 N 0.535 1.253 -0.884  C6 1.241, N7 1.332
9 O -2.315 0.027 -1.346  S12 1.614, H22 1.062
10 O -2.999 1.325 0.700  S12 1.505
11 S 1.221 0.580 1.476  C5 1.903, C6 1.752
12 S -2.368 0.028 0.268  C4 1.860, O9 1.614, O10 1.505
13 H 5.723 0.009 0.499  C1 1.063
14 H 4.536 -1.379 0.307  C1 1.046
15 H -5.592 -1.829 0.537  C2 1.063
16 H -5.113 0.054 0.475  C2 1.132
17 H 3.617 1.574 0.035  C3 1.087
18 H -3.384 -2.399 0.390  C4 1.097
19 H 2.368 -1.141 0.054  C5 1.101
20 H -0.698 1.544 0.831  C6 1.042
21 H 1.929 0.607 -2.009  N7 1.022
22 H -1.358 0.371 -1.651  O9 1.062

Results
* lowest unoccupied orbital energy: 0.71 eV
* gap between HOMO and LUMO: 9.16 eV
* spin multiplicity: 1

#Q
Formula: C6H10N2O2S2
Source: the OMol25 dataset
Level of theory: ωB97M-V with the def2-TZVPD basis set

Bonds (Å) are listed after each position.
Geometry (Å):
1 C 0.372 -1.866 0.686  C2 1.448, N7 1.155
2 C -0.017 -0.473 0.628  C1 1.448, C3 1.334, C6 1.470
3 C 0.882 0.503 0.758  C2 1.334, S11 1.854, S12 1.776
4 C -0.248 2.780 -0.669  S11 1.880, H13 1.019, H14 1.168, H15 1.066
5 C 2.594 -1.156 -0.999  S12 1.867, H16 1.062, H17 1.037, H18 1.114
6 C -1.485 -0.418 0.677  C2 1.470, N8 1.417, O10 1.321
7 N 0.799 -2.918 0.898  C1 1.155
8 N -2.305 -1.574 0.643  C6 1.417, H19 1.055, H20 1.021
9 O -1.296 0.106 -1.472  H21 0.976
10 O -2.064 0.657 1.179  C6 1.321, H22 1.098
11 S 0.317 2.246 1.043  C3 1.854, C4 1.880
12 S 2.545 0.298 0.170  C3 1.776, C5 1.867
13 H 0.447 3.242 -1.255  C4 1.019
14 H -1.028 3.552 -0.268  C4 1.168
15 H -0.746 2.013 -1.218  C4 1.066
16 H 1.811 -1.112 -1.716  C5 1.062
17 H 2.778 -2.049 -0.504  C5 1.037
18 H 3.529 -1.072 -1.599  C5 1.114
19 H -1.965 -2.323 -0.018  N8 1.055
20 H -3.173 -1.179 0.278  N8 1.021
21 H -1.131 -0.721 -1.964  O9 0.976
22 H -1.385 1.506 1.334  O10 1.098

Results
* lowest unoccupied orbital energy (spin up / spin down): -0.82 / -0.82 eV
* gap between HOMO and LUMO (spin up / spin down): 7.65 / 7.65 eV
* spin multiplicity: 1

Computed relative energies in units of kJ/mol: #P 110.2; #Q 0.0

#P
Formula: CH2NOP
Source: the OMol25 dataset
Level of theory: ωB97M-V with the def2-TZVPD basis set

Bonds (Å) are listed after each position.
Geometry (Å):
1 O 4.176 0.092 -0.209  C2 1.133
2 C 3.091 -0.064 0.078  O1 1.133, N3 1.432
3 N 1.727 -0.270 0.460  C2 1.432, P4 1.737
4 P 0.411 0.775 0.020  N3 1.737, H5 1.421, H6 1.374
5 H 0.182 0.141 -1.231  P4 1.421
6 H -0.520 -0.214 0.223  P4 1.374

Results
* lowest unoccupied orbital energy: 0.54 eV
* gap between HOMO and LUMO: 10.03 eV
* spin multiplicity: 1
* SMILES: O=C=NP

#Q
Formula: CH2NOP
Source: the OMol25 dataset
Level of theory: ωB97M-V with the def2-TZVPD basis set

Bonds (Å) are listed after each position.
Geometry (Å):
1 O 1.938 0.705 -2.020  C2 1.389
2 C 1.078 0.224 -1.042  O1 1.389, N3 1.161
3 N 0.263 -0.112 -0.286  C2 1.161, P4 1.714
4 P -1.238 -0.520 0.436  N3 1.714, H5 1.534, H6 1.397
5 H -0.680 -0.985 1.787  P4 1.534
6 H -1.362 0.689 1.125  P4 1.397

Results
* lowest unoccupied orbital energy: 0.37 eV
* gap between HOMO and LUMO: 10.62 eV
* spin multiplicity: 1
* SMILES: O=C=NP

Computed relative energies in units of kJ/mol: #P 6.4; #Q 0.0

#P
Formula: C9H7N2P
Source: the OMol25 dataset
Level of theory: ωB97M-V with the def2-TZVPD basis set

Bonds (Å) are listed after each position.
Geometry (Å):
1 C 1.199 -2.653 -0.088  C2 1.385, C12 1.449, H13 1.080
2 C 0.916 -1.299 -0.154  C1 1.385, P3 1.789, C10 1.482
3 P 2.018 0.077 -0.462  C2 1.789, C4 1.790
4 C 0.786 1.356 -0.246  P3 1.790, N5 1.368, C8 1.450
5 N 0.952 2.714 -0.204  C4 1.368, C6 1.362, H14 1.034
6 C -0.233 3.378 -0.116  N5 1.362, C7 1.336, H15 1.035
7 C -1.192 2.516 0.234  C6 1.336, C8 1.424, H16 1.047
8 C -0.613 1.221 0.115  C4 1.450, C7 1.424, C9 1.352
9 C -1.257 0.041 0.260  C8 1.352, C10 1.453, H17 1.136
10 C -0.556 -1.201 -0.016  C2 1.482, C9 1.453, N11 1.318
11 N -1.110 -2.395 0.050  C10 1.318, C12 1.443
12 C -0.052 -3.376 0.015  C1 1.449, N11 1.443, H18 1.095, H19 1.104
13 H 2.252 -2.890 -0.104  C1 1.080
14 H 1.903 3.119 -0.173  N5 1.034
15 H -0.374 4.396 -0.243  C6 1.035
16 H -2.172 2.833 0.422  C7 1.047
17 H -2.336 -0.079 0.594  C9 1.136
18 H -0.124 -3.951 -0.914  C12 1.095
19 H -0.006 -3.808 1.030  C12 1.104

Results
* lowest unoccupied orbital energy (spin up / spin down): -0.84 / -0.72 eV
* gap between HOMO and LUMO (spin up / spin down): 6.21 / 6.33 eV
* spin multiplicity: 1
* SMILES: C1=c2pc3[nH]ccc3cc2=NC1

#Q
Formula: C9H7N2P
Source: the OMol25 dataset
Level of theory: ωB97M-V with the def2-TZVPD basis set

Bonds (Å) are listed after each position.
Geometry (Å):
1 N 2.197 -2.494 1.027  C2 1.144
2 C 1.538 -1.653 1.434  N1 1.144, C3 1.421
3 C 0.523 -0.783 1.915  C2 1.421, C4 1.550, P6 1.901, H13 1.134
4 C 0.385 -1.169 3.410  C3 1.550, N5 1.150
5 N 0.339 -1.371 4.541  C4 1.150
6 P -1.138 -1.157 1.069  C3 1.901, C7 1.843, H14 1.411
7 C -0.633 -0.183 -0.412  P6 1.843, C8 1.362, C12 1.381
8 C -1.015 1.124 -0.378  C7 1.362, C9 1.385, H15 1.185
9 C -0.622 2.034 -1.346  C8 1.385, C10 1.402, H16 0.970
10 C -0.051 1.502 -2.512  C9 1.402, C11 1.418, H17 1.164
11 C 0.382 0.152 -2.516  C10 1.418, C12 1.375, H18 1.103
12 C 0.167 -0.664 -1.430  C7 1.381, C11 1.375, H19 1.091
13 H 0.736 0.314 2.109  C3 1.134
14 H -1.824 -0.164 1.800  P6 1.411
15 H -1.646 1.509 0.547  C8 1.185
16 H -0.870 2.964 -1.233  C9 0.970
17 H 0.164 2.155 -3.452  C10 1.164
18 H 0.892 -0.417 -3.311  C11 1.103
19 H 0.476 -1.698 -1.262  C12 1.091

Results
* lowest unoccupied orbital energy: 0.28 eV
* gap between HOMO and LUMO: 10.04 eV
* spin multiplicity: 1
* SMILES: N#CC(C#N)Pc1ccccc1

Computed relative energies in units of kJ/mol: #P 0.0; #Q 19.7